Density functional theory data (ωB97M-V with the def2-TZVPD basis set) for an isolated molecule of C4H7NO2.

Results
calculated total energy = -9845.6574 eV
frontier orbital gap = 10.716 eV
charge = 0
E_LUMO = 0.7853 eV
HOMO level = -9.93 eV
structure (SMILES) = [H]/N=C(\C)OCC=O
M = 101.105 g/mol
spin multiplicity = 1
ΔE to the lowest compared entry with this formula, charge and spin = 156.5 kJ/mol

The geometry in XYZ format:
```
14
C4H7NO2 (ωB97M-V with the def2-TZVPD basis set)
H -1.36510 1.77505 1.21633
N -0.62296 1.08381 1.30073
C -0.81755 0.12510 0.49977
C -1.88955 -0.03601 -0.54153
O 0.05854 -0.91850 0.42954
C 1.42877 -0.58656 0.59635
C 1.91766 -0.07641 -0.74932
O 2.83680 0.68345 -0.91018
H -2.81623 0.46751 -0.26013
H -1.51637 0.41379 -1.47025
H -2.07674 -1.09308 -0.73883
H 1.58792 0.15732 1.37986
H 1.95079 -1.51537 0.84928
H 1.32402 -0.48010 -1.60162
```

Mulliken atomic charge list, values in e, 8 entries: atom 1 (H): 0.226, atom 2 (N): -0.702, atom 3 (C): 0.794, atom 4 (C): -1.039, atom 5 (O): -0.401, atom 6 (C): -0.426, atom 7 (C): 0.123, atom 8 (O): -0.469



Density functional theory data (ωB97M-V with the def2-TZVPD basis set) for an isolated molecule of C4H7NO2.

Results
calculated total energy = -9845.8445 eV
frontier orbital gap = 10.795 eV
charge = 0
E_LUMO = 0.8161 eV
HOMO level = -9.98 eV
structure (SMILES) = NC(=O)C[C@H]1CO1
M = 101.105 g/mol
spin multiplicity = 1
ΔE to the lowest compared entry with this formula, charge and spin = 138.5 kJ/mol

The geometry in XYZ format:
```
14
C4H7NO2 (ωB97M-V with the def2-TZVPD basis set)
N 1.78183 0.60249 1.64731
C 0.55902 0.43296 1.05778
O -0.40891 1.07886 1.42010
C 0.41331 -0.65877 0.00504
C -1.02190 -0.63986 -0.46063
C -1.41508 0.21383 -1.57690
O -1.28224 -1.19307 -1.74323
H 1.81495 1.36935 2.30473
H 2.63707 0.37947 1.16319
H 0.68345 -1.62804 0.44686
H 1.06964 -0.51910 -0.86307
H -1.74772 -0.86248 0.32263
H -0.65492 0.81901 -2.07454
H -2.42850 0.60536 -1.64926
```

Mulliken atomic charge list, values in e, 8 entries: atom 1 (N): -0.413, atom 2 (C): 0.522, atom 3 (O): -0.596, atom 4 (C): -0.778, atom 5 (C): 0.184, atom 6 (C): -0.435, atom 7 (O): -0.455, atom 8 (H): 0.262



Density functional theory data (ωB97M-V with the def2-TZVPD basis set) for an isolated molecule of C4H7NO2.

Results
calculated total energy = -9845.4284 eV
frontier orbital gap = 10.622 eV
charge = 0
E_LUMO = 0.8436 eV
HOMO level = -9.78 eV
structure (SMILES) = C/N=C1\COCO1
M = 101.105 g/mol
spin multiplicity = 1
ΔE to the lowest compared entry with this formula, charge and spin = 178.6 kJ/mol

The geometry in XYZ format:
```
14
C4H7NO2 (ωB97M-V with the def2-TZVPD basis set)
C -0.97855 -2.04445 0.71199
N -1.21932 -0.61887 0.93853
C -0.54538 0.15177 0.20614
C 0.48817 -0.12447 -0.87770
O 0.38498 1.02635 -1.68933
C 0.15992 2.05552 -0.77124
O -0.66312 1.51085 0.26218
H -1.18282 -2.32527 -0.33482
H 0.06780 -2.30634 0.93051
H -1.62742 -2.65737 1.35327
H 0.29869 -1.01556 -1.48063
H 1.49523 -0.19109 -0.42758
H -0.35815 2.87489 -1.27398
H 1.11076 2.41021 -0.33602
```

Mulliken atomic charge list, values in e, 8 entries: atom 1 (C): -0.835, atom 2 (N): -0.591, atom 3 (C): 0.749, atom 4 (C): -0.308, atom 5 (O): -0.373, atom 6 (C): -0.209, atom 7 (O): -0.354, atom 8 (H): 0.284



Density functional theory data (ωB97M-V with the def2-TZVPD basis set) for a cluster of 2 separate species, C4H7NO2 in total.

Results
calculated total energy = -9844.7402 eV
frontier orbital gap = 9.637 eV
charge = 0
E_LUMO = -0.0290 eV
HOMO level = -9.67 eV
structure (SMILES) = [H]/N=C(\C=C)C=O.O
M = 101.105 g/mol
spin multiplicity = 1
ΔE to the lowest compared entry with this formula, charge and spin = 245.0 kJ/mol

The geometry in XYZ format:
```
14
C4H7NO2 (ωB97M-V with the def2-TZVPD basis set)
H 1.06220 -1.65878 0.45891
N 0.12941 -1.30496 0.25274
C 0.06775 -0.05724 0.04909
C 1.18613 0.89904 0.05673
C 2.42496 0.57094 -0.28838
C -1.26381 0.61550 -0.19539
O -1.80489 1.30672 0.64517
H 0.92823 1.91341 0.32857
H 2.68619 -0.43172 -0.59283
H 3.21866 1.29824 -0.32036
H -1.56653 0.61112 -1.25670
O -2.51810 -1.19054 -0.05395
H -2.86239 -0.89223 0.81414
H -1.68781 -1.67951 0.10228
```

Mulliken atomic charge list, values in e, 8 entries: atom 1 (H): 0.261, atom 2 (N): -0.679, atom 3 (C): 0.909, atom 4 (C): -0.394, atom 5 (C): -0.716, atom 6 (C): 0.004, atom 7 (O): -0.512, atom 8 (H): 0.313



Density functional theory data (ωB97M-V with the def2-TZVPD basis set) for an isolated molecule of C4H7NO2S in a non-equilibrium geometry.

Results
calculated total energy = -20677.0462 eV
frontier orbital gap = 9.226 eV
charge = 0
E_LUMO = 0.3575 eV
HOMO level = -8.87 eV
structure (SMILES) = O[C@H]1C=NOCSC1
M = 133.172 g/mol
spin multiplicity = 1
ΔE to the lowest compared entry with this formula, charge and spin = 549.0 kJ/mol

The geometry in XYZ format:
```
15
C4H7NO2S (ωB97M-V with the def2-TZVPD basis set)
O 2.23570 -0.42605 0.23050
C 1.17552 0.23637 -0.30382
C 0.43456 -0.93648 -0.88018
N -0.67928 -1.46890 -0.53940
O -1.20044 -0.82141 0.69520
C -2.04312 0.11747 0.20933
S -1.09873 1.72054 0.18848
C 0.36610 0.94103 0.77836
H 2.70195 -0.82611 -0.65056
H 1.65122 0.92393 -1.05173
H 0.90309 -1.58171 -1.75269
H -2.94905 0.22480 1.02097
H -2.68606 -0.38950 -0.75196
H 0.96454 1.88327 1.05940
H 0.22400 0.40274 1.74811
```

Mulliken atomic charge list, values in e, 8 entries: atom 1 (O): -0.519, atom 2 (C): 0.370, atom 3 (C): 0.032, atom 4 (N): -0.460, atom 5 (O): -0.266, atom 6 (C): -0.272, atom 7 (S): -0.138, atom 8 (C): -0.763



Density functional theory data (ωB97M-V with the def2-TZVPD basis set) for a structure of composition C4H7NO2S in a non-equilibrium geometry.

Results
calculated total energy = -20674.3537 eV
frontier orbital gap = 9.134 eV
charge = 0
E_LUMO = 0.3122 eV
HOMO level = -8.82 eV
M = 133.172 g/mol
spin multiplicity = 1
ΔE to the lowest compared entry with this formula, charge and spin = 808.8 kJ/mol

The geometry in XYZ format:
```
15
C4H7NO2S (ωB97M-V with the def2-TZVPD basis set)
C -1.25340 -0.14989 1.33731
C -1.11513 0.03409 -0.18883
C 0.61287 -1.29041 -1.06943
C 1.07234 1.47377 -0.37499
H -0.03181 0.47058 1.69502
H -1.22100 -1.52686 2.15818
H -2.26321 0.58118 1.70336
H -2.04766 0.52124 -0.73743
H 0.92943 -2.23260 -1.44014
H 1.17132 -0.30060 -1.63105
H 1.40414 2.48185 -0.32143
N 2.10899 0.77372 0.00653
O -0.75592 -1.14638 -1.03775
O -0.29823 1.22798 -0.61752
S 1.68726 -0.91768 0.51817
```

Mulliken atomic charge list, values in e, 8 entries: atom 1 (C): -0.819, atom 2 (C): 0.226, atom 3 (C): -0.459, atom 4 (C): -0.124, atom 5 (H): 0.243, atom 6 (H): 0.278, atom 7 (H): 0.249, atom 8 (H): 0.336



Density functional theory data (ωB97M-V with the def2-TZVPD basis set) for a structure of composition C4H7NO2S in a non-equilibrium geometry.

Results
calculated total energy = -20678.6500 eV
frontier orbital gap = 6.662 eV
charge = 0
E_LUMO = -3.2199 eV
HOMO level = -9.88 eV
M = 133.172 g/mol
spin multiplicity = 1
ΔE to the lowest compared entry with this formula, charge and spin = 394.3 kJ/mol

The geometry in XYZ format:
```
15
C4H7NO2S (ωB97M-V with the def2-TZVPD basis set)
O -0.54576 2.02174 0.26869
C -0.70439 0.83502 0.11227
N -1.89167 0.32745 -0.34539
C -2.20447 -0.94122 -0.78950
O -3.32262 -1.27088 -1.06123
C 0.41147 -0.13683 0.38197
C 1.76606 0.56967 0.67765
S 3.30861 -1.37186 -0.79655
H -2.64959 0.99682 -0.43779
H -1.32438 -1.58631 -0.92913
H 0.65898 -0.75718 -0.47975
H 0.21696 -0.86484 1.17064
H 1.95277 0.61902 1.74277
H 1.73922 1.57887 0.27241
H 2.58881 -0.01947 0.21294
```

Mulliken atomic charge list, values in e, 8 entries: atom 1 (O): -0.597, atom 2 (C): 0.683, atom 3 (N): -0.110, atom 4 (C): 0.049, atom 5 (O): -0.498, atom 6 (C): -0.559, atom 7 (C): -0.639, atom 8 (S): -0.149



Density functional theory data (ωB97M-V with the def2-TZVPD basis set) for an isolated molecule of C4H7NO2S in a non-equilibrium geometry.

Results
calculated total energy = -20678.0712 eV
frontier orbital gap = 8.768 eV
charge = 0
E_LUMO = 0.7559 eV
HOMO level = -8.01 eV
structure (SMILES) = CON/C=C\SC=O
M = 133.172 g/mol
spin multiplicity = 1
ΔE to the lowest compared entry with this formula, charge and spin = 450.1 kJ/mol

The geometry in XYZ format:
```
15
C4H7NO2S (ωB97M-V with the def2-TZVPD basis set)
C 1.12319 0.64522 -1.73684
O 1.16180 0.74669 -0.33728
N 0.15579 0.06836 0.39853
C 0.23444 -1.28666 0.54202
C -0.80421 -1.99221 1.12486
S -2.38001 -1.35647 1.45116
C -1.91208 -0.05038 2.63618
O -0.81210 0.11834 2.95601
H 0.05048 0.80968 -2.06957
H 1.37656 -0.33544 -2.04307
H 1.70733 1.35339 -2.24083
H -0.74573 0.55337 0.64327
H 1.13479 -1.89226 0.32890
H -0.85032 -3.03074 1.19496
H -2.76946 0.38988 3.03609
```

Mulliken atomic charge list, values in e, 8 entries: atom 1 (C): -0.609, atom 2 (O): -0.313, atom 3 (N): 0.019, atom 4 (C): 0.006, atom 5 (C): -0.690, atom 6 (S): -0.159, atom 7 (C): -0.096, atom 8 (O): -0.350